i) Below is a cluster of 2 separate species, C5H14NO in total, with properties calculated with ωB97M-V with the def2-TZVPD basis set.

E_HOMO in eV: -2.66
LUMO level in eV: 3.86
Orbital gap in eV: 6.52
Charge: -1
Multiplicity: 1

Each line ends with the natural charge from an NBO analysis.
CARTESIAN COORDINATES (ANGSTROEM)
N  2.765  0.649  -2.903  -0.90
C  2.346  1.032  -1.523  0.13
O  1.269  0.405  -1.026  -0.98
H  2.891  -0.357  -2.858  0.33
H  1.924  0.756  -3.463  0.33
H  3.250  0.849  -0.890  0.06
H  2.226  2.149  -1.564  0.06
C  -2.633  -0.469  0.955  -0.60
C  -1.161  -0.200  0.680  -0.22
C  -0.544  0.721  1.729  -0.61
C  -0.388  -1.532  0.562  -0.63
H  -3.075  -1.045  0.135  0.19
H  -2.801  -1.005  1.895  0.18
H  -3.205  0.467  0.964  0.19
H  -1.078  0.272  -0.300  0.24
H  0.474  0.942  1.411  0.25
H  -0.504  0.181  2.685  0.17
H  -1.146  1.621  1.859  0.18
H  -0.912  -2.234  -0.083  0.18
H  0.590  -1.248  0.166  0.29
H  -0.289  -1.954  1.571  0.16



ii) Below is a cluster of 2 separate species, C5H14NO in total, with properties calculated with ωB97M-V with the def2-TZVPD basis set.

E_HOMO in eV: -2.69
LUMO level in eV: 4.25
Orbital gap in eV: 6.95
Charge: -1
Multiplicity: 1

Each line ends with the natural charge from an NBO analysis.
CARTESIAN COORDINATES (ANGSTROEM)
C  1.677  -1.648  0.076  -0.44
N  1.332  -0.854  1.277  -0.47
C  1.598  0.560  1.051  -0.43
C  -0.041  -1.137  1.752  -0.45
H  2.778  -1.628  -0.015  0.16
H  1.097  -1.293  -0.806  0.25
H  1.422  -2.730  0.278  0.17
H  1.448  1.115  1.998  0.16
H  2.670  0.607  0.816  0.16
H  0.973  0.969  0.259  0.24
H  -0.297  -0.555  2.655  0.17
H  -0.117  -2.235  1.951  0.16
H  -0.788  -0.907  0.937  0.26
C  -1.772  0.515  -1.235  -0.02
O  -0.590  -0.046  -0.837  -0.98
C  -1.679  1.926  -1.816  -0.63
H  -2.538  0.586  -0.386  0.06
H  -2.247  -0.078  -1.975  0.09
H  -2.659  2.202  -2.325  0.16
H  -0.870  1.955  -2.609  0.18
H  -1.397  2.674  -1.047  0.18



The structure with the most favorable energy is i); the runner-up is 28.3 kcal/mol above it.



i) Below is an isolated molecule of C2H3F2OP, with properties calculated with ωB97M-V with the def2-TZVPD basis set.

E_HOMO in eV: -10.35
LUMO level in eV: 0.64
Orbital gap in eV: 10.99
Structure (SMILES): O=C(F)CPF
Multiplicity: 1

Each line ends with the natural charge from an NBO analysis.
CARTESIAN COORDINATES (ANGSTROEM)
O  1.722  -1.027  0.833  -0.52
C  1.362  -0.259  0.019  0.87
F  2.195  0.126  -0.974  -0.34
C  0.065  0.489  -0.001  -0.86
P  -1.276  -0.742  -0.435  0.98
F  -2.496  0.317  -0.569  -0.58
H  0.058  1.264  -0.769  0.26
H  -0.094  0.928  0.985  0.27
H  -1.536  -1.096  0.911  -0.08



ii) Below is a cluster of 2 separate species, C2H3F2OP in total, with properties calculated with ωB97M-V with the def2-TZVPD basis set.

E_HOMO in eV: -8.51
LUMO level in eV: 0.80
Orbital gap in eV: 9.31
Multiplicity: 1

Each line ends with the natural charge from an NBO analysis.
CARTESIAN COORDINATES (ANGSTROEM)
C  1.496  0.083  -0.425  0.37
C  -0.490  0.975  -0.965  0.42
O  1.477  -0.985  0.081  -0.50
F  -0.579  0.928  -2.322  -0.35
F  -0.450  2.199  -0.554  -0.33
P  -1.785  -0.094  -0.123  0.26
H  2.385  0.623  -0.583  0.13
H  -1.414  -0.960  -1.068  -0.01
H  -1.111  -0.786  0.810  0.00



The structure with the most favorable energy is i); the runner-up is 100.1 kcal/mol above it.



i) Below is the ion C5H11NO2 with charge +1, with properties calculated with ωB97M-V with the def2-TZVPD basis set.

E_HOMO (alpha / beta) in eV: -15.22 / -15.23
LUMO level (alpha / beta) in eV: -3.21 / -7.83
Orbital gap (alpha / beta) in eV: 12.01 / 7.41
Charge: +1
Multiplicity: 2
⟨S²⟩: 0.754

Each line ends with the natural charge from an NBO analysis.
CARTESIAN COORDINATES (ANGSTROEM)
C  -0.584  1.197  2.078  -0.47
N  0.527  0.419  1.571  -0.11
C  1.366  0.521  -2.075  -0.63
C  0.777  1.052  -0.781  -0.35
C  0.575  -0.145  0.255  -0.20
C  -0.712  -0.873  -0.108  0.78
O  -0.429  -1.907  -0.888  -0.65
O  -1.818  -0.541  0.212  -0.56
H  -1.335  0.498  2.451  0.29
H  -1.076  1.715  1.252  0.28
H  -0.203  1.873  2.833  0.25
H  1.442  0.787  1.837  0.42
H  1.543  1.308  -2.807  0.25
H  0.806  -0.247  -2.594  0.24
H  2.340  0.083  -1.833  0.22
H  1.433  1.767  -0.294  0.22
H  -0.201  1.507  -0.953  0.23
H  1.400  -0.845  0.167  0.27
H  -1.264  -2.292  -1.202  0.52



ii) Below is the ion C5H11NO2 with charge +1, with properties calculated with ωB97M-V with the def2-TZVPD basis set.

E_HOMO (alpha / beta) in eV: -14.61 / -14.61
LUMO level (alpha / beta) in eV: -2.95 / -7.88
Orbital gap (alpha / beta) in eV: 11.65 / 6.73
Charge: +1
Multiplicity: 2
⟨S²⟩: 0.754

Each line ends with the natural charge from an NBO analysis.
CARTESIAN COORDINATES (ANGSTROEM)
O  0.897  -0.107  -3.373  -0.49
C  0.800  -0.097  -2.195  0.80
O  0.440  1.063  -1.502  -0.78
C  0.892  -1.241  -1.230  -0.55
C  0.994  -0.971  0.246  -0.42
C  -0.300  -0.604  0.998  -0.29
C  -1.607  1.423  1.623  -0.51
N  -0.425  0.838  1.052  -0.09
H  0.583  1.878  -2.016  0.53
H  1.756  -1.795  -1.609  0.28
H  0.096  -1.961  -1.443  0.26
H  1.305  -1.939  0.642  0.25
H  1.749  -0.277  0.591  0.24
H  -1.134  -1.077  0.458  0.27
H  -0.235  -0.988  2.015  0.26
H  -1.360  2.384  2.098  0.27
H  -2.468  1.377  0.968  0.28
H  -1.807  0.951  2.593  0.24
H  -0.175  1.144  0.085  0.44



The structure with the most favorable energy is i); the runner-up is 10.2 kcal/mol above it.